Computed, not measured: a molecular structure, C9H22Br3F3INNbO3P2S, with the ωB97M-V functional and the def2-TZVPD basis.

Values from the calculation:
energy relative to the best compared isomer or geometry (same formula, charge and spin): 0.00 kJ/mol
HOMO: -4.20 eV
maximum force: 1.757 eV/Å
Kohn-Sham gap: 0.219 hartree
LUMO level: 1.8 eV

The geometry in ORCA input format:
```
! RIJCOSX wB97M-V def2-TZVPD def2/J DEFGRID3
* xyz -1 1
I 6.4202 -0.1952 -0.9834
Nb 3.7254 -0.2432 -1.8291
Br -3.4965 -0.6147 -2.7622
Br 3.5265 -3.1091 -4.7921
Br -0.7402 -2.2026 -1.1770
S 4.7156 0.4107 -4.0092
P 3.0895 -1.2979 0.4370
P 3.6516 -2.7516 -2.5627
F -1.0842 -0.8418 -3.9318
F -1.5596 1.1681 -3.2971
F -1.5990 0.2886 -0.6179
O 2.1728 -3.3990 -2.2173
O 4.3418 -1.5141 1.4964
O -2.7502 0.7777 3.7937
N 2.5505 -2.9486 0.5233
C -1.6123 -0.1337 -2.9273
C -0.8208 -0.3225 -1.5968
C -3.0059 0.7408 2.3968
C 1.6113 -0.2051 -2.5744
C -5.1057 0.6345 4.5063
C 0.5474 0.3372 -1.6072
C 3.1517 1.8224 -1.1057
C -3.2212 2.1058 1.7680
C -3.7650 1.3460 4.5930
H -5.5347 0.6899 3.5054
H 1.6657 0.4899 -3.4278
H 1.3357 -1.1841 -2.9822
H -3.3566 1.9960 0.6922
H 0.8722 0.3590 -0.5611
H -3.3801 1.2821 5.6114
H -3.8905 2.4119 4.3660
H 2.2341 -3.8539 -1.3646
H -5.8137 1.0959 5.1963
H 3.0905 -3.4072 1.2508
H 3.9926 2.1219 -0.4596
H 3.0890 2.5200 -1.9534
H -4.1041 2.6091 2.1669
H -3.8543 0.0818 2.1785
H 0.3328 1.3796 -1.8843
H 3.6089 0.6775 -4.7077
H -4.9971 -0.4179 4.7713
H 2.2353 1.8976 -0.5107
H -2.1246 0.2732 1.9621
H 1.5852 -2.9580 0.8378
H -2.3569 2.7465 1.9455
H 4.6272 -0.6634 1.8436
*
```

What are the Löwdin partial charges on each atom? They are as follows, in elementary charge units: -0.031 0.614 0.766 0.086 0.844 0.087 0.627 0.240 0.043 0.039 -0.073 -0.599 -0.450 -0.157 -0.256 -0.929 -0.821 -0.274 -0.386 -0.084 -0.319 -0.335 -0.076 -0.293 0.065 0.037 -0.004 0.071 0.053 0.116 0.105 -0.021 0.072 0.031 -0.037 -0.013 0.063 0.110 0.115 -0.273 0.079 -0.032 0.110 -0.005 0.084 0.010

=====

Computed, not measured: a molecular structure, C16H13Br2LuN4O3, with the ωB97M-V functional and the def2-TZVPD basis.

Values from the calculation:
energy relative to the best compared isomer or geometry (same formula, charge and spin): 81.73 kJ/mol
HOMO: -8.06 eV
maximum force: 3.577 eV/Å
Kohn-Sham gap: 0.260 hartree
LUMO level: -1.0 eV

The geometry in ORCA input format:
```
! RIJCOSX wB97M-V def2-TZVPD def2/J DEFGRID3
* xyz 0 1
Lu -1.2831 0.0141 -0.1176
Br 5.5841 -0.3180 2.1831
Br 0.4825 -0.2555 4.6199
O -1.4914 1.5237 -1.5204
O -1.7834 -1.5840 -0.9443
O -0.4222 -0.2179 1.7049
N 1.3936 4.5649 0.5198
N -2.3707 1.7697 1.0179
N 1.0348 -0.0908 -0.5449
N -0.5606 2.3606 -1.2382
C 1.7225 -0.1345 -1.6741
C 3.8183 -0.2079 -0.4979
C 3.6910 -0.2277 2.0025
C 1.6922 -0.1427 0.6430
C 0.9208 -0.1547 -2.9347
C 3.1091 -0.1864 0.7198
C 2.9220 -0.2287 3.1404
C 3.1292 -0.1956 -1.6788
C -1.4598 2.4773 0.8611
C -0.4739 2.9224 -0.0544
C 0.8634 -0.1944 1.8205
C 0.5594 3.8337 0.2343
C -3.1020 -1.8081 -0.6011
C 1.5335 -0.2210 3.0462
C -4.0313 -0.8248 -1.3437
C -3.3080 -1.6819 0.9310
H -3.1723 -0.6383 1.2791
H -5.0721 -1.1231 -1.2441
H -3.7670 -0.8260 -2.3999
H 0.3482 0.7691 -3.0427
H 3.3846 -0.2439 4.1172
H -3.3694 -2.8411 -0.8939
H -3.9128 0.1974 -0.9537
H 0.2084 -0.9844 -2.8815
H 1.5494 -0.2724 -3.8131
H 4.8969 -0.2541 -0.4866
H -2.5965 -2.3285 1.4537
H -4.3155 -2.0000 1.1931
H 3.6496 -0.2460 -2.6212
*
```

What are the Löwdin partial charges on each atom? They are as follows, in elementary charge units: 1.549 0.767 0.783 -0.274 -0.371 -0.258 0.184 0.150 0.056 -0.005 -0.289 -0.004 -0.616 -0.131 -0.017 -0.187 -0.167 0.007 -0.125 -0.309 -0.412 -0.168 -0.574 -0.597 -0.056 -0.071 0.044 0.083 0.085 0.070 0.098 0.139 0.063 0.088 0.083 0.083 0.091 0.091 0.115

=====

Computed, not measured: a molecular structure, C32H52N7O3P2RuS4, with the ωB97M-V functional and the def2-TZVPD basis.

Values from the calculation:
energy relative to the best compared isomer or geometry (same formula, charge and spin): 0.00 kJ/mol
HOMO (alpha / beta): -6.94 / -6.65 eV
maximum force: 0.834 eV/Å
<S²>: 0.764
Kohn-Sham gap (alpha / beta): 0.243 / 0.228 hartree
LUMO level (alpha / beta): -0.3 / -0.4 eV

The geometry in ORCA input format:
```
! RIJCOSX wB97M-V def2-TZVPD def2/J DEFGRID3
* xyz 0 2
Ru -0.0112 -0.2002 -0.1892
S 0.8835 1.2463 -4.5416
S -0.6540 -0.8964 1.9539
S 0.2841 0.6223 4.4306
S -0.7459 -1.8219 -4.6278
P 3.3367 -0.8982 0.3328
P -0.9915 -3.5363 -0.6824
O -2.0935 -2.3067 -4.4025
O -0.1387 -2.3180 -0.8613
O 0.2861 -2.8098 -4.8303
N -0.8087 1.5580 -9.5091
N -1.7872 0.6915 -1.0276
N -0.1604 1.4960 0.7537
N 0.2358 1.6265 2.0681
N 1.8046 -0.6672 0.2296
N 0.6450 0.6450 -2.0513
N -0.4182 -0.9061 -3.3800
C -0.0147 0.5174 2.7026
C -2.7248 -3.1846 -0.3447
C 4.1033 -1.2246 -1.3754
C -0.4425 -4.5259 0.7211
C 1.2683 1.8696 -2.1248
C -0.7877 0.7811 -8.3626
C -3.4642 1.0209 -2.6876
C -1.8450 0.8372 -7.4486
C -1.7358 2.0359 -0.8398
C 5.4763 -1.9047 -1.3925
C -0.9607 -4.6184 -2.1087
C -1.8425 0.0311 -6.3279
C 3.1805 -3.6498 0.5266
C 0.2594 -0.1146 -8.1315
C 5.0491 -2.6757 1.8620
C 3.6131 -2.4482 1.3797
C -2.5231 2.9132 -1.5774
C 3.1050 -2.0656 -2.1930
C -0.7839 -0.8357 -6.0927
C 3.6508 1.8567 0.5235
C 4.2383 0.1178 -2.1091
C 3.8843 0.5870 2.6206
C 4.2328 0.5673 1.1260
C -0.0178 -1.0645 4.9823
C 0.2592 -0.9153 -7.0058
C -0.8903 2.4444 0.2589
C 2.6734 -2.4261 2.5923
C 5.7588 0.5659 0.9916
C -3.4006 2.3958 -2.5098
C 1.4853 2.3553 -3.3584
C 0.3151 0.1742 -3.2641
C -2.6251 0.2092 -1.9470
H 3.1564 -3.1267 -1.9616
H -2.5966 -0.8546 -2.1132
H 3.8061 2.6819 1.2221
H -1.0611 -1.3435 4.8556
H 2.9870 -1.7252 3.3623
H -3.2645 -4.1096 -0.1391
H 1.5649 2.3582 -1.2107
H 2.6708 -3.4259 3.0388
H 5.7834 -2.6479 1.0591
H 2.8143 0.4762 2.7879
H 0.6215 -1.7662 4.4521
H 0.0743 1.7114 -9.9647
H 3.3101 0.6824 -2.0960
H 4.1817 1.5539 3.0338
H 2.2094 -3.4663 0.0654
H -1.1114 -5.3703 0.8929
H -1.0107 3.3871 0.7777
H -3.1744 -2.7057 -1.2128
H 0.2354 -1.0737 6.0416
H 6.1542 1.4127 1.5612
H -2.6641 0.0644 -5.6259
H -4.0257 3.0556 -3.0972
H -2.4354 3.9781 -1.4115
H -2.8028 -2.5170 0.5153
H 2.0773 -1.7394 -2.0384
H 3.3431 -1.9557 -3.2545
H 5.8273 -1.9360 -2.4283
H 1.9869 3.2671 -3.6335
H 5.0347 0.7429 -1.7109
H -1.4029 2.3689 -9.4927
H 2.5765 1.7519 0.3799
H -1.6609 -5.4447 -1.9771
H 1.0713 -0.1835 -8.8459
H 4.4147 -0.1824 3.1795
H 4.4781 -0.0883 -3.1557
H 5.1023 -3.6688 2.3190
H -2.6746 1.5098 -7.6331
H 6.2253 -1.3653 -0.8131
H -4.1391 0.5708 -3.4009
H 6.0946 0.6856 -0.0361
H 5.3449 -1.9565 2.6244
H 4.1169 2.1245 -0.4225
H 1.6582 -2.1738 2.2906
H -0.4170 -3.8904 1.6080
H 3.1044 -4.5240 1.1803
H 1.0684 -1.6093 -6.8214
H 3.8989 -3.8911 -0.2532
H 0.0472 -5.0120 -2.2423
H 0.5625 -4.8978 0.5276
H -1.2345 -4.0469 -2.9955
H 6.2135 -0.3367 1.3982
H 5.4426 -2.9335 -1.0367
*
```

Here are the Löwdin charges for atoms 1 to 99, given in e: 1.068 1.063 0.615 0.852 0.549 0.902 0.556 -0.338 -0.478 -0.315 0.099 -0.002 -0.229 -0.058 -0.320 -0.102 -0.121 -1.079 -0.163 -0.575 -0.165 -0.298 -0.321 -0.042 -0.030 -0.262 -0.082 -0.148 -0.074 -0.096 -0.031 -0.076 -0.581 -0.013 -0.084 -0.347 -0.092 -0.084 -0.092 -0.586 -0.433 -0.087 -0.070 -0.105 -0.078 -0.051 -0.406 -0.671 -0.113 0.063 0.080 0.088 0.027 0.063 0.059 0.085 0.089 0.060 0.044 0.006 0.089 0.047 0.089 0.054 0.058 0.132 0.044 0.034 0.091 0.106 0.110 0.117 0.036 0.043 0.091 0.091 0.061 0.060 0.088 0.031 0.062 0.112 0.064 0.091 0.091 0.110 0.063 0.110 0.059 0.064 0.068 0.014 0.034 0.088 0.114 0.060 0.066 0.040 0.022

=====

Computed, not measured: a molecular structure, C30H31BIN8O7PmS, with the ωB97M-V functional and the def2-TZVPD basis.

Values from the calculation:
HOMO (alpha / beta): -6.13 / -6.32 eV
maximum force: 5.340 eV/Å
<S²>: 8.758
Kohn-Sham gap (alpha / beta): 0.313 / 0.264 hartree
LUMO level (alpha / beta): 2.4 / 0.9 eV

The geometry in ORCA input format:
```
! RIJCOSX wB97M-V def2-TZVPD def2/J DEFGRID3
* xyz -1 6
Pm 0.0254 -0.1886 -0.2863
I -1.4441 -0.8688 -3.0868
S 1.6631 -1.4351 -1.9647
O 1.0391 -1.0152 -3.2489
O 2.3252 -0.4628 1.3478
O 1.9881 -0.1734 -1.2230
O 0.3948 -2.7298 3.2712
O 2.8322 -2.2155 -2.2343
O -0.1182 -1.2858 1.6583
O 0.6415 -2.1046 -1.1298
N -3.2460 0.8147 -0.0393
N -4.3331 4.1749 0.5782
N -2.3937 -0.2238 -0.0175
N -0.6292 1.9640 -1.5130
N -1.8841 2.5079 1.1444
N -0.7276 1.8237 1.3093
N -1.8358 2.5451 -1.3315
N -3.9675 3.1696 -0.2250
C 0.6731 -1.9559 2.3691
C 3.6408 -4.8235 -0.6152
C -4.4961 0.3783 0.1854
C -1.1075 3.0879 3.1182
C -6.1632 5.8154 0.7471
C -0.0618 2.5558 -2.5653
C 4.3945 -0.6985 4.9426
C -3.1065 -1.3287 0.1996
C 3.0366 -1.7588 3.2643
C 4.4387 -1.8784 5.6641
C -2.4645 -2.6672 0.2888
C -2.0151 3.5114 -2.2476
C 3.6876 -0.6337 3.7551
C -4.8609 3.0321 -1.2336
C 2.2181 -1.7303 1.9990
C -4.4575 -0.9881 0.3372
C 2.3945 -4.9501 -0.0314
C 3.8038 -3.0074 5.1717
C -5.4574 4.6773 0.0940
C -5.8387 3.9822 -1.0674
C -2.1317 3.2727 2.2194
C -0.9085 3.5529 -3.0612
C 1.0066 1.6042 3.0577
C 3.9328 -2.7250 0.4955
C -0.2535 2.1641 2.5058
C 4.4106 -3.7067 -0.3490
C 2.6802 -2.8471 1.0860
C 1.9136 -3.9709 0.8185
C 1.2602 2.1522 -3.1117
C 3.1214 -2.9539 3.9716
B -2.7420 2.2777 -0.1025
H -3.1836 -3.4507 0.0569
H -4.7319 2.2803 -1.9863
H -6.5092 5.5240 1.7380
H 1.7786 -5.8141 -0.2422
H 5.3780 -3.5904 -0.8116
H 1.8132 1.6944 2.3280
H -2.0722 -2.8144 1.2982
H 0.9357 -4.0783 1.2653
H 4.9124 0.1786 5.3077
H -3.0021 3.8955 2.2549
H 2.5003 -0.5994 0.3888
H -0.7328 4.2027 -3.8931
H -5.4884 6.6616 0.8635
H -5.3341 1.0440 0.2224
H 1.1374 1.2885 -3.7695
H 0.8749 0.5459 3.2833
H 1.7013 2.9695 -3.6800
H -7.0180 6.1179 0.1466
H -6.6987 4.1534 -1.6835
H 4.9781 -1.9220 6.6009
H 3.8417 -3.9335 5.7299
H -0.9872 3.5464 4.0795
H 1.9393 1.8504 -2.3153
H -2.8980 4.1156 -2.2739
H 1.2770 2.1210 3.9769
H -1.6176 -2.7343 -0.4042
H 4.0006 -5.5832 -1.2942
H 3.6422 0.2940 3.2050
H 4.5308 -1.8458 0.6918
H 2.6395 -3.8323 3.5731
H -5.2813 -1.6448 0.5206
*
```

What are the Löwdin partial charges on each atom? They are as follows, in elementary charge units: 1.552 0.713 0.223 -0.594 -0.072 -0.472 0.067 -0.243 -0.159 -0.498 0.023 0.118 -0.077 -0.043 0.021 0.034 0.020 -0.013 -0.594 -0.092 -0.058 -0.021 -0.043 -0.362 -0.094 -0.358 -0.135 -0.110 -0.033 -0.060 -0.022 -0.118 -0.313 -0.007 -0.068 -0.079 -0.357 -0.025 -0.061 -0.014 -0.024 -0.027 -0.334 -0.089 -0.167 -0.025 -0.032 -0.017 -0.659 0.084 0.131 0.073 0.102 0.104 0.075 0.084 0.120 0.095 0.090 0.041 0.096 0.073 0.116 0.065 0.075 0.081 0.069 0.093 0.091 0.098 0.093 0.066 0.113 0.084 0.041 0.099 0.104 0.132 0.117 0.097

=====

Number 3 is which compound? C32H52N7O3P2RuS4